# 1
Below is one molecule with the formula C3H3ClN2, with properties calculated with ωB97M-V/def2-TZVPD.

Output
- ΔE to the lowest compared entry with this formula, charge and spin (eV) = 2.4417
- multiplicity = 1
- gap between HOMO and LUMO (eV) = 9.78
- E_HOMO (eV) = -9.414
- LUMO (eV) = 0.36
- max |F| (eV/Å) = 5.5
- electronic energy (eV) = -18659.547

Last column: natural (NBO) charge in e.
Element x y z (Å)
Cl (-0.447, -1.456, 1.410)  -0.038
C (0.072, -0.327, 0.035)  -0.099
C (-0.813, 0.116, -0.904)  -0.119
N (-0.266, 1.200, -1.561)  -0.259
N (0.819, 1.487, -0.972)  -0.302
C (1.148, 0.626, 0.059)  -0.110
H (-1.913, -0.198, -1.064)  0.239
H (1.133, 2.671, -1.119)  0.437
H (2.066, 0.972, 0.803)  0.251

---

# 2
Below is C27H38BrCuN3O2Si as an isolated structure, with properties calculated with ωB97M-V/def2-TZVPD.

Output
- ΔE to the lowest compared entry with this formula, charge and spin (eV) = 0.1751
- multiplicity = 2
- gap between HOMO and LUMO (alpha / beta) (eV) = 6.85 / 4.73
- E_HOMO (alpha / beta) (eV) = -6.421 / -6.420
- expectation value of S² = 0.793
- LUMO (alpha / beta) (eV) = 0.43 / -1.69
- max |F| (eV/Å) = 2.8
- electronic energy (eV) = -159741.285

Last column: Löwdin charge in e.
Element x y z (Å)
Cu (-15.392, 2.624, 14.577)  0.309
C (-6.166, 3.418, 12.832)  -0.041
C (-7.097, 4.581, 13.311)  -0.511
C (-7.084, 5.680, 12.173)  -0.042
C (-6.591, 5.061, 14.631)  -0.063
C (-8.513, 4.019, 13.610)  -0.129
C (-9.664, 4.369, 12.912)  -0.080
C (-10.895, 3.691, 13.105)  -0.546
Br (-12.274, 4.003, 11.882)  0.858
C (-11.080, 2.773, 14.260)  -0.352
O (-12.196, 2.319, 14.573)  0.019
C (-9.850, 2.452, 15.029)  -0.085
C (-8.693, 3.005, 14.598)  0.015
C (-9.912, 1.448, 16.122)  -0.540
C (-8.536, 1.116, 16.758)  -0.062
C (-10.543, 0.141, 15.622)  -0.043
C (-10.795, 1.924, 17.260)  -0.053
H (-5.207, 3.796, 12.540)  0.072
H (-6.565, 2.982, 11.920)  0.083
H (-5.988, 2.580, 13.534)  0.089
H (-6.103, 6.028, 11.890)  0.072
H (-7.703, 6.538, 12.483)  0.087
H (-7.546, 5.265, 11.249)  0.089
H (-5.714, 5.663, 14.550)  0.082
H (-6.385, 4.207, 15.238)  0.068
H (-7.289, 5.661, 15.213)  0.099
H (-9.604, 5.155, 12.154)  0.095
H (-7.824, 2.626, 15.123)  0.091
H (-7.754, 0.702, 16.092)  0.090
H (-8.588, 0.409, 17.618)  0.095
H (-8.192, 2.076, 17.173)  0.086
H (-9.923, -0.389, 14.854)  0.105
H (-11.511, 0.283, 15.205)  0.053
H (-10.665, -0.614, 16.399)  0.084
H (-10.500, 2.865, 17.755)  0.095
H (-10.861, 1.220, 18.053)  0.071
H (-11.792, 2.212, 16.850)  0.088
N (-15.409, 0.990, 17.209)  0.130
C (-15.370, 2.351, 17.447)  -0.261
C (-15.160, 2.773, 18.785)  -0.001
C (-14.947, 4.147, 18.985)  -0.072
C (-15.172, 5.041, 17.962)  -0.074
C (-15.296, 4.504, 16.689)  -0.098
N (-15.505, 3.210, 16.406)  0.052
C (-15.322, 0.220, 16.070)  -0.262
C (-15.401, -1.214, 16.116)  0.017
C (-15.089, -1.942, 14.925)  -0.077
C (-14.832, -1.315, 13.737)  -0.069
C (-14.870, 0.072, 13.791)  -0.088
N (-15.054, 0.816, 14.900)  0.031
H (-15.357, 0.446, 18.070)  0.146
H (-15.008, 1.987, 19.491)  0.097
H (-14.668, 4.520, 19.991)  0.118
H (-15.071, 6.128, 18.007)  0.111
H (-15.310, 5.161, 15.794)  0.130
H (-15.474, -1.767, 17.042)  0.097
H (-15.084, -3.043, 14.918)  0.112
H (-14.708, -1.895, 12.840)  0.106
H (-14.598, 0.579, 12.897)  0.110
C (-18.383, 3.563, 12.770)  -0.180
Si (-16.691, 4.042, 12.088)  0.220
C (-16.367, 3.041, 10.513)  -0.172
C (-16.405, 5.804, 11.597)  -0.175
O (-15.613, 3.789, 13.261)  -0.446
H (-19.238, 4.026, 12.258)  0.017
H (-18.364, 3.860, 13.828)  0.016
H (-18.580, 2.465, 12.733)  0.030
H (-16.943, 3.326, 9.656)  0.010
H (-16.592, 1.998, 10.720)  0.014
H (-15.350, 3.125, 10.164)  0.008
H (-17.086, 6.198, 10.847)  0.021
H (-15.400, 5.876, 11.232)  0.011
H (-16.496, 6.547, 12.375)  0.018

---

# 3
Below is a 9-piece molecular cluster, C22H36FN9O3 overall, with properties calculated with ωB97M-V/def2-TZVPD.

Output
- multiplicity = 1
- gap between HOMO and LUMO (eV) = 8.81
- E_HOMO (eV) = -8.847
- LUMO (eV) = -0.04
- max |F| (eV/Å) = 0.6
- electronic energy (eV) = -45662.802

Last column: Löwdin charge in e.
Element x y z (Å)
N (-0.587, -0.178, -0.663)  0.001
C (-0.774, 0.648, 0.542)  -0.295
C (-1.192, 2.067, 0.188)  -0.222
C (-2.522, 2.162, -0.563)  -0.207
C (-3.725, 1.507, 0.129)  -0.168
C (-4.791, 1.253, -0.929)  -0.146
O (-6.104, 1.034, -0.349)  0.065
C (-6.280, 0.003, 0.450)  -0.549
O (-7.126, -0.086, 1.278)  0.163
O (-5.346, -1.028, 0.221)  0.072
F (-6.153, -2.175, 0.039)  0.002
H (0.119, -0.879, -0.455)  -0.005
H (-0.185, 0.406, -1.392)  0.061
H (0.160, 0.702, 1.119)  0.104
H (-1.508, 0.170, 1.198)  0.095
H (-0.425, 2.515, -0.449)  0.082
H (-1.279, 2.646, 1.113)  0.096
H (-2.453, 1.734, -1.570)  0.110
H (-2.771, 3.222, -0.702)  0.107
H (-4.166, 2.192, 0.863)  0.110
H (-3.457, 0.574, 0.631)  0.106
H (-4.501, 0.420, -1.572)  0.136
H (-4.905, 2.145, -1.547)  0.135
C (-0.369, 6.217, -0.211)  -0.062
C (0.599, 5.162, 0.060)  -0.265
N (1.322, 4.293, 0.273)  0.145
H (-1.065, 5.885, -0.980)  0.082
H (-0.927, 6.439, 0.697)  0.072
H (0.145, 7.113, -0.554)  0.081
C (-4.930, 3.835, 3.793)  -0.059
C (-3.848, 4.335, 2.953)  -0.272
N (-2.989, 4.715, 2.287)  0.142
H (-5.152, 2.802, 3.530)  0.080
H (-4.636, 3.882, 4.839)  0.085
H (-5.822, 4.440, 3.643)  0.086
C (1.857, -4.460, -0.578)  -0.072
C (1.631, -3.196, 0.109)  -0.252
N (1.452, -2.191, 0.641)  0.135
H (2.927, -4.648, -0.662)  0.037
H (1.412, -5.276, -0.015)  0.077
H (1.415, -4.419, -1.572)  0.084
C (5.720, -2.594, -1.580)  -0.075
C (5.651, -4.044, -1.432)  -0.280
N (5.597, -5.187, -1.310)  0.127
H (6.028, -2.335, -2.587)  0.046
H (4.742, -2.156, -1.384)  0.080
H (6.439, -2.182, -0.876)  0.083
C (9.155, -1.444, -4.980)  -0.066
C (8.250, -0.862, -3.995)  -0.267
N (7.538, -0.403, -3.217)  0.138
H (8.800, -1.219, -5.983)  0.084
H (10.152, -1.029, -4.851)  0.084
H (9.197, -2.523, -4.848)  0.083
C (4.581, 3.572, 1.964)  -0.076
C (5.729, 4.471, 1.949)  -0.290
N (6.633, 5.182, 1.938)  0.114
H (4.862, 2.607, 1.547)  0.082
H (4.236, 3.430, 2.987)  0.081
H (3.767, 3.987, 1.371)  0.047
C (-10.067, -1.101, 0.280)  -0.072
C (-11.111, -0.337, -0.395)  -0.284
N (-11.933, 0.267, -0.927)  0.117
H (-9.379, -1.515, -0.455)  0.080
H (-9.510, -0.456, 0.956)  0.063
H (-10.514, -1.915, 0.847)  0.084
C (5.756, -8.359, 1.617)  -0.068
C (4.689, -7.405, 1.347)  -0.278
N (3.863, -6.636, 1.132)  0.142
H (6.151, -8.740, 0.678)  0.083
H (6.556, -7.868, 2.167)  0.082
H (5.371, -9.188, 2.208)  0.081

---

Q: Look up the multiplicity of the second one.
A: 2

---

Q: Which of these has the highest electronic energy?
A: C3H3ClN2

---

Q: multiplicity of number 3 (C22H36FN9O3)?
A: 1

---

Q: Which of these has the highest max |F|?
A: C3H3ClN2